{"formula": "C45H122Cd2N10O14", "method": "ωB97M-V with the def2-TZVPD basis set", "elements": ["Cd", "Cd", "O", "H", "O", "H", "O", "H", "O", "H", "C", "C", "C", "C", "C", "C", "N", "O", "C", "C", "C", "H", "H", "H", "H", "H", "H", "H", "H", "H", "H", "H", "H", "H", "H", "H", "H", "H", "H", "H", "C", "C", "C", "O", "C", "N", "H", "H", "H", "H", "H", "H", "H", "H", "H", "H", "H", "C", "C", "C", "O", "C", "N", "H", "H", "H", "H", "H", "H", "H", "H", "H", "H", "H", "C", "C", "C", "O", "C", "N", "H", "H", "H", "H", "H", "H", "H", "H", "H", "H", "H", "C", "C", "C", "O", "C", "N", "H", "H", "H", "H", "H", "H", "H", "H", "H", "H", "H", "C", "C", "C", "O", "C", "N", "H", "H", "H", "H", "H", "H", "H", "H", "H", "H", "H", "C", "C", "C", "O", "C", "N", "H", "H", "H", "H", "H", "H", "H", "H", "H", "H", "H", "C", "C", "C", "O", "C", "N", "H", "H", "H", "H", "H", "H", "H", "H", "H", "H", "H", "C", "C", "C", "O", "C", "N", "H", "H", "H", "H", "H", "H", "H", "H", "H", "H", "H", "C", "C", "C", "O", "C", "N", "H", "H", "H", "H", "H", "H", "H", "H", "H", "H", "H"], "xyz": [[0.7114, -0.2046, 1.5436], [2.3169, -1.7776, -1.0500], [-1.1245, 0.7811, 1.7941], [-1.4340, 0.7890, 0.8628], [2.6035, -1.6793, 1.1898], [3.3855, -1.0968, 1.1778], [2.6728, -2.0103, -3.1799], [2.2139, -2.7937, -3.4179], [0.5563, -0.2105, -0.5997], [-0.1746, -0.8065, -0.9474], [-1.3028, 3.9051, 4.0946], [-2.4306, 3.3915, 5.0018], [-3.5417, 4.5216, 5.0004], [-4.7865, 3.9400, 5.6606], [-5.2224, 2.6320, 5.0143], [-4.1398, 1.5772, 4.9053], [-2.9052, 2.1843, 4.3804], [-1.9415, 1.1459, 4.3996], [-3.9760, 0.8578, 6.2439], [-4.6074, 0.6204, 3.8239], [-1.8303, 3.1613, 6.4107], [-0.3497, 3.3622, 4.3691], [-1.1849, 4.9227, 4.3884], [-1.5480, 3.8433, 3.0423], [-3.2089, 5.4351, 5.4609], [-3.8072, 4.7393, 3.9403], [-5.6371, 4.6432, 5.6150], [-4.6206, 3.8300, 6.7562], [-5.5587, 2.9038, 3.9547], [-6.1148, 2.1837, 5.4613], [-3.7964, 1.5463, 7.0450], [-4.9077, 0.3311, 6.3493], [-3.1699, 0.1517, 6.1242], [-4.3767, 0.9510, 2.7837], [-4.1592, -0.3880, 3.9513], [-5.6904, 0.5048, 3.8881], [-2.5322, 3.1109, 7.1859], [-1.1566, 4.0054, 6.6334], [-1.2161, 2.2597, 6.4789], [-1.7367, 1.0558, 3.4239], [-2.1174, -4.7292, -4.5001], [-1.0176, -4.7113, -3.4347], [0.3903, -4.4754, -3.9892], [0.6126, -5.4827, -4.8908], [1.8263, -5.5881, -5.5483], [-1.1670, -3.7004, -2.2850], [-2.3027, -3.7828, -5.0767], [-3.0424, -4.9665, -3.9652], [-1.9306, -5.4795, -5.2643], [-0.9290, -5.7103, -3.0251], [1.0356, -4.3235, -3.1161], [0.4682, -3.4815, -4.4813], [2.5763, -4.8955, -5.0799], [1.7279, -5.3783, -6.6491], [2.2328, -6.5781, -5.3831], [-2.1036, -3.7539, -1.9091], [-1.0617, -2.7948, -2.7060], [5.6858, -2.0157, -1.4529], [5.5607, -0.5298, -1.5713], [6.4977, 0.0789, -2.6239], [7.6514, 0.4437, -1.8758], [8.2414, 1.6397, -2.2036], [4.1790, -0.1810, -1.6482], [5.2659, -2.3984, -2.3837], [5.1800, -2.4401, -0.5767], [6.7708, -2.2057, -1.3650], [5.9461, -0.0559, -0.6814], [6.1016, 0.9559, -3.1784], [6.7288, -0.6784, -3.3999], [7.5535, 2.5129, -2.0901], [8.4923, 1.5492, -3.2911], [9.1585, 1.7642, -1.6293], [4.0048, 0.8024, -1.4640], [3.9530, -0.3351, -2.6438], [4.2493, 1.2127, 2.5478], [3.0774, 2.1465, 3.0020], [3.5105, 3.6035, 2.9281], [4.7023, 3.7706, 3.5611], [5.1244, 5.1569, 3.6361], [1.8794, 1.8921, 2.2028], [5.1748, 1.7176, 2.8015], [4.1580, 1.1424, 1.4617], [4.2058, 0.2191, 2.9607], [2.8410, 1.9424, 4.0518], [2.7806, 4.2721, 3.3919], [3.5724, 3.9301, 1.8520], [4.4330, 5.7346, 4.1873], [5.2166, 5.5510, 2.6249], [6.0861, 5.2192, 4.1506], [1.1447, 2.3722, 2.6657], [1.9950, 2.2874, 1.2875], [1.1005, -2.9107, 5.5232], [0.9591, -2.3270, 4.1510], [-0.2381, -3.0075, 3.5656], [-0.6088, -2.4914, 2.2882], [-1.6957, -3.0310, 1.5588], [0.7802, -0.8352, 4.1067], [2.0410, -2.5727, 6.0118], [1.0932, -3.9822, 5.4388], [0.3763, -2.4838, 6.1804], [1.7798, -2.5446, 3.4341], [-1.1008, -2.7926, 4.2505], [-0.0951, -4.0809, 3.4707], [-2.3907, -3.5577, 2.2170], [-1.1754, -3.6381, 0.8303], [-2.1454, -2.1567, 1.0691], [1.5477, -0.4074, 4.6521], [-0.1157, -0.5063, 4.4265], [-1.3344, 2.7149, -1.6654], [-1.0279, 3.8161, -0.6522], [-2.2669, 4.5203, -0.1541], [-1.7321, 5.7377, 0.4724], [-2.7491, 6.2779, 1.2707], [-0.1584, 3.4013, 0.5091], [-0.3905, 2.4003, -2.1446], [-1.9791, 3.1555, -2.4148], [-1.8177, 1.8834, -1.1945], [-0.4176, 4.6431, -1.0667], [-2.7375, 3.9216, 0.6355], [-3.0244, 4.6907, -0.9212], [-3.0885, 5.4814, 1.9573], [-3.5432, 6.7591, 0.6646], [-2.2016, 7.0631, 1.8454], [-0.6034, 2.6632, 1.0702], [-0.0401, 4.2744, 1.0333], [2.7183, 4.7294, -2.5191], [2.0219, 3.3557, -2.7926], [2.7266, 2.7866, -3.9925], [2.2008, 3.4378, -5.1789], [2.7308, 2.7398, -6.2514], [2.1313, 2.4403, -1.6797], [2.3410, 5.3658, -1.6737], [2.6988, 5.3134, -3.4555], [3.7558, 4.5290, -2.2925], [0.9435, 3.5425, -2.9770], [2.5675, 1.6849, -4.0781], [3.7858, 3.0203, -3.8721], [3.7911, 2.4915, -6.2369], [2.5557, 3.2661, -7.1892], [2.3093, 1.7219, -6.3287], [1.5807, 2.7760, -0.8894], [1.8293, 1.4923, -1.8341], [-0.3401, -0.9288, -6.0163], [-0.4427, -0.1817, -4.6673], [-1.9396, 0.0285, -4.3928], [-2.4960, 0.9135, -5.3662], [-3.8141, 1.0275, -5.0777], [-0.0512, -0.9888, -3.5301], [-0.7204, -1.9866, -5.8772], [0.7172, -1.0537, -6.3456], [-0.8757, -0.3307, -6.7407], [-0.0209, 0.8367, -4.6455], [-2.2329, 0.3763, -3.4146], [-2.4486, -0.9245, -4.5695], [-4.1096, 1.3365, -4.0757], [-4.3997, 0.1569, -5.3263], [-4.2248, 1.7576, -5.7332], [0.0253, -0.3172, -2.7670], [0.8765, -1.4012, -3.6452], [3.5400, -4.8017, -0.6287], [2.0930, -5.0912, -0.2183], [1.8015, -5.7275, 1.1410], [0.4181, -5.8284, 1.2549], [-0.0515, -6.4899, 2.4017], [1.3279, -3.8370, -0.4166], [3.6798, -4.3807, -1.6569], [4.1294, -5.7441, -0.4813], [3.9102, -4.0480, 0.0463], [1.6589, -5.7645, -0.9424], [2.2845, -5.2545, 1.9668], [2.1143, -6.7589, 1.1858], [-0.0233, -7.5209, 2.1876], [-1.0221, -6.0197, 2.5677], [0.5366, -6.2761, 3.2668], [0.4224, -3.9809, -0.8454], [1.1710, -3.3789, 0.4826], [-3.6207, -1.5358, -1.2420], [-4.5641, -2.4094, -0.5088], [-5.9786, -1.8709, -0.6254], [-6.3341, -1.8475, -1.9971], [-7.3492, -0.8430, -2.3071], [-4.4513, -3.7745, -0.9843], [-2.5536, -1.8616, -1.2774], [-3.5962, -0.5335, -0.8142], [-3.9031, -1.4449, -2.2677], [-4.3461, -2.3267, 0.5784], [-5.9867, -0.8302, -0.2120], [-6.7272, -2.4922, -0.0759], [-8.2688, -0.9957, -1.7110], [-7.5581, -0.8825, -3.3608], [-6.9072, 0.1306, -2.0340], [-4.5956, -3.7458, -1.9777], [-5.0325, -4.4913, -0.5740]], "lumo_ev": 0.5, "homo_lumo_gap_ev": 8.59, "energy_ev": -101333.557, "homo_energy_ev": -8.05}